(1)
Computed, not measured: C44H40Cl2Ge2N6O2STc as an isolated structure at a distorted geometry, with ωB97M-V/def2-TZVPD.

Its electronic energy is -210410.03002 eV. As for the charge: +2. The expectation value of S² is 0.940. For the HOMO energy (spin up / spin down), the calculation gives -0.436 / -0.439 hartree. As for the multiplicity: 2.

Element x y z (Å)
Tc1 -0.269 -0.212 0.472
Cl1 0.162 -4.406 6.139
C1 0.079 -4.100 4.455
C2 -0.073 -2.812 3.991
C3 -0.193 -2.534 2.625
N1 -0.549 -1.291 2.174
C4 -1.373 -0.480 2.934
O1 -1.195 -0.084 4.064
C5 -2.585 -0.166 2.102
C6 -3.871 -0.159 2.623
C7 -4.939 -0.038 1.746
C8 -4.677 0.062 0.385
C9 -3.363 0.070 -0.050
N2 -2.328 -0.037 0.786
C10 -0.159 -3.624 1.706
C11 -0.014 -4.918 2.188
C12 0.120 -5.167 3.544
Cl2 0.300 -6.776 4.098
N3 -0.495 -3.418 0.382
C13 0.157 -2.617 -0.359
O2 -0.306 -2.225 -1.528
C14 1.553 -2.171 -0.075
C15 2.625 -3.032 -0.202
C16 3.907 -2.515 -0.073
C17 4.042 -1.151 0.144
C18 2.910 -0.367 0.273
N4 1.673 -0.870 0.196
H1 -0.119 -1.990 4.685
H2 -4.009 -0.269 3.688
H3 -5.953 -0.032 2.113
H4 -5.480 0.137 -0.331
H5 -3.131 0.180 -1.103
H6 -0.018 -5.748 1.500
H7 2.453 -4.077 -0.408
H8 4.767 -3.158 -0.168
H9 5.018 -0.697 0.214
H10 2.981 0.700 0.424
C19 -0.884 -2.964 -4.342
Ge1 -1.183 -3.714 -2.530
C20 -0.037 -5.274 -2.088
C21 -3.064 -3.843 -1.908
Ge2 -0.202 0.601 -1.855
C22 1.540 0.674 -2.813
C23 2.375 1.740 -2.477
C24 3.661 1.818 -2.980
C25 4.142 0.812 -3.804
C26 3.329 -0.258 -4.134
C27 2.036 -0.326 -3.642
C28 -1.686 1.308 -2.998
C29 -1.839 2.695 -2.990
C30 -2.907 3.293 -3.635
C31 -3.841 2.515 -4.302
C32 -3.697 1.138 -4.324
C33 -2.637 0.540 -3.663
H11 -1.669 -3.298 -5.011
H12 0.064 -3.323 -4.729
H13 -0.872 -1.880 -4.331
H14 -0.340 -6.095 -2.730
H15 -0.164 -5.581 -1.056
H16 1.012 -5.062 -2.281
H17 -3.513 -4.694 -2.413
H18 -3.635 -2.953 -2.160
H19 -3.099 -4.018 -0.837
H20 1.991 2.521 -1.825
H21 4.287 2.663 -2.730
H22 5.150 0.863 -4.187
H23 3.698 -1.040 -4.781
H24 1.405 -1.165 -3.901
H25 -1.106 3.304 -2.473
H26 -3.015 4.366 -3.613
H27 -4.683 2.979 -4.792
H28 -4.415 0.528 -4.850
H29 -2.546 -0.540 -3.666
C34 4.139 2.607 3.851
N5 2.831 3.151 4.101
C35 2.535 4.257 4.849
C36 1.188 4.435 4.807
N6 0.678 3.429 4.037
C37 1.685 2.656 3.606
S1 1.595 1.198 2.659
H30 4.883 3.192 4.385
H31 4.359 2.635 2.783
H32 4.187 1.570 4.183
H33 3.293 4.821 5.356
H34 0.568 5.185 5.254
H35 -0.296 3.265 3.826
C38 0.339 1.442 1.389
C39 0.056 2.825 1.061
C40 1.048 3.813 0.992
C41 0.746 5.100 0.591
C42 -0.553 5.433 0.237
C43 -1.552 4.472 0.315
C44 -1.256 3.188 0.723
H36 2.075 3.554 1.207
H37 1.530 5.841 0.546
H38 -0.779 6.424 -0.120
H39 -2.568 4.720 0.056
H40 -2.039 2.451 0.796

Löwdin population analysis, charges in e, atoms 1 to 8:
1. Tc 1.118
2. Cl 0.721
3. C -0.682
4. C -0.029
5. C -0.197
6. N -0.060
7. C -0.482
8. O 0.096

(2)
Computed, not measured: an isolated ion of composition C4H9N4 and charge +1 at a distorted geometry, with ωB97M-V/def2-TZVPD.

Its electronic energy is -10244.34006 eV. As for the charge: +1. For the HOMO energy, the calculation gives -0.507 hartree. Its structure (SMILES) is CC1=NN=C[C@@]1(N)[NH3+].

Element x y z (Å)
C1 1.948 -1.290 0.045
C2 0.972 0.895 0.164
C3 0.444 -0.435 -0.376
C4 0.104 2.090 0.017
N1 2.703 -0.397 0.472
N2 2.169 0.846 0.558
N3 -0.019 -0.631 -1.693
N4 -0.560 -1.095 0.621
H1 2.159 -2.408 0.112
H2 0.287 2.858 0.849
H3 -0.824 1.696 0.015
H4 0.476 2.605 -0.933
H5 0.642 -1.070 -2.287
H6 -0.708 0.042 -2.096
H7 -1.506 -0.862 0.329
H8 -0.336 -0.889 1.545
H9 -0.521 -2.171 0.492

natural (NBO) population analysis, charges in e, atoms 1 to 8:
1. C 0.053
2. C 0.238
3. C 0.177
4. C -0.670
5. N -0.205
6. N -0.210
7. N -0.859
8. N -0.699

(3)
Computed, not measured: C5H4N2O4SSc as an isolated structure at a distorted geometry, with ωB97M-V/def2-TZVPD.

Its electronic energy is -47922.42689 eV. As for the charge: +3. For the HOMO energy, the calculation gives -0.789 hartree.

Element x y z (Å)
O1 -0.146 -2.459 -2.542
C1 0.319 -1.584 -1.941
Sc1 1.116 0.015 -0.713
O2 -4.051 -0.041 -4.045
C2 -3.035 -0.031 -3.522
C3 2.426 0.026 -2.493
O3 3.255 0.028 -3.299
C4 0.276 1.579 -1.961
O4 -0.195 2.476 -2.526
N1 0.186 -1.131 3.100
C5 -0.140 -0.007 2.436
N2 0.185 1.127 3.087
S1 -0.833 -0.006 0.838
H1 0.343 -1.055 4.104
H2 -0.025 -2.031 2.698
H3 -0.026 2.027 2.689
H4 0.343 1.064 4.090

natural (NBO) population analysis, charges in e, atoms 1 to 8:
1. O -0.166
2. C 0.395
3. Sc 1.612
4. O -0.397
5. C 0.409
6. C 0.384
7. O -0.159
8. C 0.395

(4)
Computed, not measured: C27H26F5IrN6O7S2Se as an isolated structure at a distorted geometry, with ωB97M-V/def2-TZVPD.

Its electronic energy is -155127.25829 eV. As for the charge: +1. The expectation value of S² is 0.763. For the HOMO energy (spin up / spin down), the calculation gives -0.390 / -0.390 hartree. As for the multiplicity: 2.

Element x y z (Å)
Ir1 -0.994 0.717 0.888
C1 -2.172 1.172 3.817
O1 -2.449 0.550 2.545
C2 -3.118 -0.712 2.702
C3 -3.550 -1.081 1.316
O2 -2.379 -1.254 0.520
C4 -1.914 -2.616 0.517
H1 -3.107 1.249 4.369
H2 -1.795 2.170 3.627
H3 -1.448 0.577 4.379
H4 -3.973 -0.579 3.368
H5 -2.423 -1.438 3.135
H6 -4.120 -0.261 0.880
H7 -4.166 -1.982 1.316
H8 -2.627 -3.226 -0.042
H9 -1.799 -2.997 1.527
H10 -0.941 -2.627 0.036
N1 6.519 -2.269 1.588
C5 5.222 -2.063 1.945
C6 4.897 -1.610 3.232
C7 3.582 -1.408 3.593
C8 2.569 -1.661 2.676
C9 2.873 -2.107 1.391
C10 4.185 -2.303 1.026
S1 0.910 -1.402 3.118
O3 0.818 -1.108 4.517
O4 0.092 -2.432 2.545
N2 0.451 -0.039 2.291
C11 0.791 1.203 2.677
N3 1.683 1.615 3.565
C12 1.763 2.932 3.717
C13 0.997 3.860 3.006
C14 0.107 3.371 2.076
N4 0.022 2.050 1.932
H11 7.259 -2.160 2.256
H12 6.752 -2.648 0.690
H13 5.688 -1.428 3.949
H14 3.328 -1.058 4.584
H15 2.076 -2.324 0.690
H16 4.424 -2.665 0.033
H17 2.489 3.276 4.444
H18 1.104 4.921 3.169
H19 -0.535 3.980 1.454
N5 1.240 0.978 -1.149
C15 0.378 0.849 -0.396
H20 2.017 1.049 -1.773
N6 -1.926 -0.183 -1.850
C16 -1.161 -0.901 -2.776
C17 -0.291 -0.210 -3.629
C18 0.559 -0.900 -4.469
C19 0.543 -2.290 -4.465
C20 -0.357 -2.987 -3.675
C21 -1.219 -2.292 -2.845
S2 1.732 -3.162 -5.411
O5 3.025 -3.106 -4.662
O6 1.974 -2.430 -6.635
O7 1.312 -4.528 -5.522
H21 -2.179 0.733 -2.196
H22 -2.740 -0.675 -1.516
H23 -0.301 0.874 -3.637
H24 1.222 -0.368 -5.139
H25 -0.391 -4.067 -3.723
H26 -1.946 -2.832 -2.251
F1 -2.076 4.543 -5.327
C22 -2.220 4.052 -4.107
C23 -3.468 3.650 -3.658
F2 -4.521 3.755 -4.457
C24 -3.604 3.129 -2.382
F3 -4.818 2.740 -1.995
C25 -2.521 2.998 -1.518
Se1 -2.806 2.292 0.234
C26 -1.293 3.433 -1.992
F4 -0.212 3.396 -1.195
C27 -1.124 3.942 -3.267
F5 0.079 4.335 -3.678

Löwdin population analysis, charges in e, atoms 1 to 8:
1. Ir 1.216
2. C -0.027
3. O -0.414
4. C -0.145
5. C -0.180
6. O -0.337
7. C -0.062
8. H 0.111